Record 1
Below is a molecular structure, C25H43KN2PSi in a non-equilibrium geometry, with properties calculated with ωB97M-V/def2-TZVPD.

Calculated values
- max |F| (eV/A) = 2.25
- HOMO energy (spin up / spin down) (eV) = -8.567 / -7.025
- total charge = +1
- E_LUMO (spin up / spin down) (Eh) = -0.136 / -0.135
- energy relative to the best compared isomer or geometry (same formula, charge and spin) (kcal/mol) = 69.4

```
73
Properties=species:S:1:pos:R:3:mulliken_charge:R:1
K -1.906 -0.279 -0.232 0.759
C 0.180 3.265 2.096 -1.673
C 0.580 3.447 0.651 0.778
C 1.994 2.863 0.448 -1.566
P -0.626 2.625 -0.543 0.103
C -2.147 3.743 -0.369 0.707
C -1.801 5.225 -0.221 -1.771
C -3.117 3.293 0.739 -1.389
C 0.062 3.146 -2.277 0.492
C -1.019 3.399 -3.345 -1.692
C 0.968 2.048 -2.831 -1.413
H 0.995 3.634 2.745 0.473
H 0.074 2.207 2.365 0.264
H -0.741 3.795 2.375 0.285
H 0.592 4.529 0.395 0.428
H 1.971 1.767 0.542 0.261
H 2.716 3.283 1.181 0.463
H 2.400 3.141 -0.545 0.296
H -2.614 3.607 -1.350 0.371
H -1.481 5.479 0.812 0.341
H -2.686 5.834 -0.472 0.464
H -0.993 5.533 -0.916 0.346
H -2.642 2.753 1.580 0.265
H -3.836 2.557 0.323 0.317
H -3.652 4.165 1.102 0.388
H 0.671 4.089 -2.115 0.424
H -1.679 2.532 -3.467 0.278
H -0.520 3.587 -4.314 0.439
H -1.615 4.307 -3.132 0.372
H 0.357 1.238 -3.274 0.175
H 1.595 1.605 -2.051 0.363
H 1.600 2.470 -3.624 0.448
C 3.825 0.317 3.897 -0.504
C 2.458 0.582 4.043 -0.336
C 1.513 -0.287 3.521 0.407
C 1.917 -1.215 2.596 0.518
C 3.331 -1.422 2.370 -0.512
C 4.261 -0.796 3.189 -0.593
Si 0.550 -1.945 1.375 -0.848
C 0.043 -3.520 2.376 0.369
C 0.698 -4.761 2.249 -0.328
C 0.243 -5.885 2.916 -0.463
C -0.918 -5.796 3.690 -0.423
C -1.588 -4.566 3.867 -0.565
C -1.107 -3.420 3.186 -0.255
H 4.555 1.009 4.312 0.368
H 2.120 1.470 4.537 0.448
H 0.298 -0.094 3.644 -0.757
H 3.664 -2.136 1.628 0.377
H 5.321 -1.076 3.225 0.356
H -0.193 0.387 4.316 0.271
H 1.588 -4.807 1.614 0.298
H 0.791 -6.813 2.778 0.375
H -1.304 -6.701 4.164 0.348
H -2.468 -4.488 4.489 0.381
H -1.638 -2.483 3.310 0.274
N -0.351 -3.434 -4.511 -0.057
C -1.824 -3.172 -4.265 -0.778
C -2.102 -2.430 -2.972 -0.601
N -1.005 -1.514 -2.528 0.114
C 0.399 -1.999 -2.634 -0.047
C 0.598 -3.324 -3.365 -0.822
H -0.022 -2.800 -5.240 0.423
H -0.292 -4.386 -4.907 0.379
H -2.333 -4.131 -4.212 0.346
H -2.219 -2.664 -5.155 0.365
H -2.319 -3.187 -2.182 0.406
H -3.018 -1.849 -3.124 0.401
H -1.061 -0.689 -3.156 0.156
H 0.835 -2.048 -1.633 -0.299
H 0.985 -1.229 -3.211 0.244
H 0.448 -4.192 -2.695 0.366
H 1.638 -3.392 -3.775 0.406
```

***

Record 2
Below is a molecular structure, C25H43NP2Tm in a non-equilibrium geometry, with properties calculated with ωB97M-V/def2-TZVPD.

Calculated values
- max |F| (eV/A) = 4.71
- multiplicity = 3
- HOMO energy (spin up / spin down) (eV) = -10.405 / -10.405
- total charge = +1
- E_LUMO (spin up / spin down) (Eh) = -0.163 / -0.160
- energy relative to the best compared isomer or geometry (same formula, charge and spin) (kcal/mol) = 0.0

```
72
Properties=species:S:1:pos:R:3:mulliken_spin:R:1
Tm 2.090 0.318 -1.280 2.027
C 3.557 -1.113 0.037 0.013
C 2.503 -1.887 -0.552 -0.019
C 3.742 -0.914 -2.275 -0.003
C 4.322 -0.512 -1.008 -0.007
C 2.621 -1.798 -1.980 -0.006
C 3.985 -1.164 1.474 -0.001
H 3.369 -1.889 2.025 0.000
H 3.864 -0.167 1.935 0.000
H 5.049 -1.472 1.577 0.000
C 5.672 0.101 -0.730 0.000
H 6.255 -0.589 -0.091 0.000
H 5.576 1.044 -0.165 0.000
H 6.223 0.284 -1.664 0.000
C 4.366 -0.572 -3.588 -0.001
H 5.460 -0.578 -3.510 0.000
H 4.089 0.419 -3.964 0.000
H 4.067 -1.302 -4.340 0.000
C 1.610 -2.399 -2.884 0.003
H 1.860 -3.411 -3.210 0.000
H 1.457 -1.780 -3.784 0.000
H 0.643 -2.484 -2.375 0.000
C 1.638 -2.828 0.219 -0.001
H 1.822 -3.904 0.027 0.000
H 0.578 -2.632 0.011 0.000
H 1.793 -2.697 1.296 0.000
C 0.491 -0.398 3.430 0.000
C 0.431 -1.686 3.830 0.000
C -0.495 -2.734 3.265 0.000
C -2.042 -2.445 3.337 0.000
C -2.620 -2.180 1.980 0.000
C -2.085 -1.360 1.061 0.001
C -0.915 -0.410 1.228 -0.001
C -0.669 0.228 2.634 0.000
H -0.250 -3.575 3.918 0.000
H -2.254 -1.609 4.019 0.000
H -0.163 -3.081 2.273 0.000
H -1.570 0.208 3.285 0.000
H 1.352 0.232 3.692 0.000
H 0.998 -1.998 4.734 0.000
H -0.441 1.288 2.426 0.000
H 0.056 -0.833 0.911 0.000
H -2.491 -1.364 0.038 0.000
H -1.066 0.404 0.455 -0.001
H -2.545 -3.300 3.815 0.000
H -3.504 -2.785 1.732 0.000
P -2.576 2.080 0.526 0.000
P -2.048 1.951 -2.576 0.000
C -3.865 2.901 -0.562 0.000
C -3.309 3.243 -1.921 0.000
H -4.207 3.799 -0.043 0.000
H -4.717 2.216 -0.637 0.000
H -4.131 3.285 -2.643 0.000
H -2.787 4.211 -1.941 0.000
C -2.204 2.690 -4.261 0.000
H -1.780 2.038 -5.035 0.000
H -1.701 3.669 -4.264 0.000
H -3.280 2.833 -4.444 0.000
C -3.338 0.657 -2.804 0.000
H -4.285 1.112 -3.111 0.000
H -3.497 0.111 -1.870 0.000
H -3.031 -0.051 -3.581 0.000
C -1.924 3.566 1.376 0.000
H -0.889 3.397 1.702 0.000
H -2.543 3.789 2.254 0.000
H -1.947 4.413 0.677 0.000
C -3.818 1.466 1.731 0.000
H -4.822 1.797 1.454 0.000
H -3.536 1.896 2.694 0.000
H -3.794 0.370 1.771 0.000
N 2.875 2.208 1.647 0.002
C 2.727 1.682 0.596 -0.006
```

***

Record 3
Below is a molecular structure, C25H44BaCl3N4O3SeSi in a non-equilibrium geometry, with properties calculated with ωB97M-V/def2-TZVPD.

Calculated values
- max |F| (eV/A) = 3.38
- HOMO energy (eV) = -1.299
- total charge = -1
- E_LUMO (Eh) = 0.067
- energy relative to the best compared isomer or geometry (same formula, charge and spin) (kcal/mol) = 124.5

```
82
Properties=species:S:1:pos:R:3:mulliken_charge:R:1
C -2.296 5.039 -1.370 -1.662
C -1.292 4.439 -0.417 1.232
H -2.093 6.102 -1.539 0.429
H -3.310 4.938 -0.948 0.154
H -2.257 4.522 -2.335 0.348
C -0.813 5.195 0.655 -0.338
C -1.128 6.622 0.864 -1.842
H 0.016 4.822 1.245 0.369
H -2.166 6.808 1.184 0.225
H -0.940 7.276 -0.002 0.349
H -0.474 6.993 1.667 0.395
Ba -1.131 -1.927 0.973 1.083
Cl 0.245 -0.530 -1.663 -0.540
Cl -3.629 -2.984 2.069 -0.827
H -0.507 -7.502 -2.028 0.330
H -0.364 -6.530 -4.000 0.334
C -0.524 -6.633 -1.371 -0.909
C -0.862 -5.632 -3.637 -0.965
N -0.524 -5.457 -2.233 0.202
H 0.368 -6.639 -0.736 0.260
C -0.448 -4.235 -1.698 0.346
O -0.333 -4.030 -0.462 -0.517
H -0.506 -4.760 -4.184 0.346
H -0.488 -3.396 -2.426 0.180
H -1.407 -6.660 -0.720 0.301
H -1.946 -5.729 -3.778 0.323
H -3.210 2.196 2.710 0.181
H -1.012 3.913 3.402 0.291
C -2.798 1.673 3.586 -1.080
C -0.843 3.103 4.130 -0.870
N -1.345 1.830 3.615 0.408
H -3.061 0.615 3.540 0.365
C -0.509 0.806 3.364 0.264
O -0.854 -0.363 3.120 -0.782
H 0.230 3.019 4.334 0.259
H 0.563 1.092 3.379 0.251
H -3.201 2.144 4.484 0.355
H -1.377 3.355 5.057 0.361
O -1.578 2.943 -0.301 -0.034
C -0.385 3.271 -0.938 -0.893
C 0.999 2.743 1.137 -0.619
C 0.880 2.955 -0.252 1.199
H 0.090 2.640 1.744 0.799
C 2.265 2.745 1.739 -0.610
H -0.388 3.176 -2.035 0.143
C 2.051 2.987 -1.030 -0.736
H 2.362 2.706 2.834 0.166
C 3.414 2.800 0.945 -0.568
C 3.302 2.910 -0.444 -0.625
H 1.924 3.097 -2.109 0.315
H 4.402 2.749 1.408 0.330
H 4.194 2.942 -1.078 0.351
Si -3.681 0.624 -1.049 0.425
Cl -2.240 0.543 0.648 -0.200
C -5.038 -0.544 -0.427 -0.882
C -2.975 -0.247 -2.541 -0.756
C -4.343 2.305 -1.332 -0.784
H -4.653 -1.379 0.189 0.139
H -5.574 -0.982 -1.284 0.334
H -5.765 0.006 0.190 0.260
H -4.557 2.810 -0.381 0.252
H -5.283 2.189 -1.897 0.495
H -3.648 2.895 -1.935 0.078
H -1.873 -0.286 -2.525 0.024
H -3.302 0.263 -3.460 0.357
H -3.356 -1.284 -2.571 0.283
C 2.049 -2.820 2.346 -0.842
N 2.554 -2.887 0.990 0.516
C 3.123 -4.006 0.407 -0.591
C 3.448 -3.670 -0.860 -0.618
N 3.104 -2.344 -1.034 0.363
C 3.256 -1.599 -2.263 -0.881
C 2.561 -1.837 0.105 -0.250
Se 1.885 -0.142 0.349 -0.144
H 2.737 -3.358 3.013 0.329
H 1.051 -3.291 2.436 0.216
H 1.981 -1.772 2.670 0.248
H 3.239 -4.929 0.957 0.492
H 3.905 -4.235 -1.656 0.437
H 4.061 -2.057 -2.842 0.363
H 2.329 -1.603 -2.844 0.244
H 3.509 -0.563 -2.028 0.263
```

***

What is the formula in the first record? C25H43KN2PSi